Entry 1:
The following is a DFT calculation (ωB97M-V/def2-TZVPD) of a structure of composition C40H64N2O3PTi in a non-equilibrium geometry.

highest occupied orbital energy (spin up / spin down)	-8.394 / -11.772	eV
maximum force	3.11	eV Å⁻¹
2S+1	3
net charge	+1
LUMO level (spin up / spin down)	-0.1066 / -0.1113	Ha
energy relative to the best compared isomer or geometry (same formula, charge and spin)	0.0000	eV
E	-84041.1711	eV
expectation value of S²	2.011
orbital gap (spin up / spin down)	5.5 / 8.7	eV

Element x y z (Å)
1 Ti 11.334 13.236 8.935
2 C 17.126 16.873 9.766
3 C 16.277 16.496 10.946
4 C 17.063 15.687 11.891
5 C 15.860 17.721 11.748
6 C 15.071 15.698 10.433
7 C 15.010 14.314 10.724
8 C 14.034 13.548 10.144
9 N 13.335 14.092 9.161
10 C 13.369 15.424 8.828
11 C 14.162 16.288 9.542
12 C 12.341 15.835 7.941
13 C 12.021 17.173 7.773
14 C 10.959 17.516 6.966
15 C 10.129 16.482 6.579
16 C 10.442 15.199 6.832
17 N 11.535 14.800 7.520
18 C 10.772 18.990 6.502
19 C 9.369 19.555 6.805
20 C 10.957 18.952 4.987
21 C 11.928 19.832 7.043
22 H 17.885 17.586 10.106
23 H 16.525 17.423 9.033
24 H 17.572 15.980 9.280
25 H 17.817 16.205 12.520
26 H 17.510 14.858 11.324
27 H 16.451 15.168 12.659
28 H 16.725 18.258 12.136
29 H 15.273 17.351 12.650
30 H 15.178 18.389 11.250
31 H 15.747 13.834 11.341
32 H 13.916 12.544 10.475
33 H 14.165 17.377 9.477
34 H 12.692 17.869 8.239
35 H 9.213 16.708 6.083
36 H 9.739 14.374 6.503
37 H 8.669 19.106 6.046
38 H 9.384 20.638 6.687
39 H 8.987 19.374 7.803
40 H 10.181 18.439 4.442
41 H 11.972 18.511 4.768
42 H 10.997 20.006 4.851
43 H 11.985 19.764 8.137
44 H 11.824 20.898 6.780
45 H 12.820 19.428 6.569
46 C 7.771 13.862 11.195
47 C 9.140 14.457 10.723
48 C 9.265 15.970 10.929
49 O 9.451 14.203 9.340
50 C 10.241 13.657 11.526
51 O 10.068 13.282 12.654
52 O 11.352 13.383 10.803
53 H 6.988 14.267 10.526
54 H 7.586 14.131 12.269
55 H 7.777 12.737 11.160
56 H 8.482 16.511 10.316
57 H 10.296 16.290 10.679
58 H 9.079 16.254 12.004
59 H 9.011 14.857 8.754
60 C 7.123 9.552 6.389
61 C 8.040 10.574 5.562
62 C 9.083 11.335 6.469
63 C 9.645 10.272 7.462
64 C 8.571 9.920 8.496
65 C 7.139 9.877 7.864
66 P 11.290 10.729 8.219
67 C 11.700 9.484 9.601
68 C 11.013 9.715 10.965
69 C 11.553 8.847 12.049
70 C 11.933 7.428 11.620
71 C 11.261 7.089 10.289
72 C 11.664 8.074 9.143
73 C 12.731 10.261 6.987
74 C 12.250 9.256 5.898
75 C 13.572 8.688 5.192
76 C 14.643 9.744 4.912
77 C 14.221 11.213 5.127
78 C 13.307 11.458 6.370
79 H 7.505 8.526 6.142
80 H 6.114 9.554 5.970
81 H 7.452 11.277 5.063
82 H 8.567 10.003 4.835
83 H 8.635 12.150 7.033
84 H 9.852 11.853 5.866
85 H 9.855 9.393 6.794
86 H 8.501 10.715 9.292
87 H 8.798 8.968 8.929
88 H 6.520 10.784 8.015
89 H 6.641 9.044 8.449
90 H 12.759 9.758 9.817
91 H 9.965 9.471 10.772
92 H 11.039 10.719 11.348
93 H 10.853 8.827 12.884
94 H 12.456 9.317 12.462
95 H 11.506 6.738 12.333
96 H 13.005 7.327 11.443
97 H 10.189 7.070 10.463
98 H 11.628 6.103 9.900
99 H 10.959 7.886 8.315
100 H 12.649 7.827 8.705
101 H 13.517 9.672 7.557
102 H 11.514 9.775 5.245
103 H 11.725 8.394 6.353
104 H 13.244 8.173 4.270
105 H 14.033 8.021 5.894
106 H 15.061 9.567 3.938
107 H 15.474 9.571 5.590
108 H 13.657 11.481 4.255
109 H 15.104 11.879 5.196
110 H 12.479 12.117 5.983
111 H 13.929 12.019 7.122

***

Entry 2:
The following is a DFT calculation (ωB97M-V/def2-TZVPD) of a structure of composition C40H66BIN8P2S2SeTl.

highest occupied orbital energy	-4.742	eV
maximum force	0.24	eV Å⁻¹
2S+1	1
net charge	-1
LUMO level	0.0706	Ha
energy relative to the best compared isomer or geometry (same formula, charge and spin)	0.0000	eV
E	-173542.6126	eV
orbital gap	6.7	eV

Element x y z (Å)
1 Tl -0.506 -1.290 0.523
2 C -1.651 0.887 4.009
3 C -2.421 2.063 3.385
4 C -1.771 3.361 3.863
5 C -3.867 1.964 3.879
6 P -2.425 1.747 1.526
7 C -0.795 2.435 0.944
8 N 0.357 1.727 1.480
9 B 0.649 0.334 1.457
10 N 1.884 0.157 2.176
11 C 2.732 -1.007 2.413
12 P 1.773 -2.599 2.477
13 C 1.467 -2.767 4.330
14 C 0.800 -4.115 4.616
15 C 0.438 -1.662 4.615
16 C 2.651 -2.587 5.281
17 C 3.006 -3.887 1.886
18 C 4.134 -4.250 2.847
19 C 3.601 -3.381 0.564
20 C 2.181 -5.136 1.528
21 C 2.351 1.427 2.529
22 C 3.525 1.812 3.161
23 C 3.755 3.170 3.346
24 C 2.848 4.119 2.883
25 C 1.675 3.743 2.241
26 C 1.422 2.387 2.090
27 C -3.619 2.982 0.737
28 C -3.649 4.394 1.332
29 C -3.208 3.158 -0.738
30 C -5.033 2.356 0.814
31 H -1.726 0.936 5.101
32 H -0.594 0.921 3.746
33 H -2.058 -0.072 3.679
34 H -1.828 3.408 4.956
35 H -2.252 4.251 3.466
36 H -0.715 3.397 3.592
37 H -3.870 1.967 4.974
38 H -4.328 1.030 3.545
39 H -4.492 2.791 3.540
40 H -0.701 3.496 1.162
41 H -0.792 2.357 -0.146
42 H 3.289 -0.842 3.335
43 H 3.476 -1.092 1.616
44 H -0.047 -4.289 3.947
45 H 0.428 -4.116 5.645
46 H 1.502 -4.944 4.521
47 H -0.416 -1.743 3.938
48 H 0.870 -0.666 4.502
49 H 0.071 -1.756 5.641
50 H 3.319 -3.448 5.279
51 H 2.266 -2.470 6.299
52 H 3.242 -1.695 5.062
53 H 4.687 -3.368 3.178
54 H 4.839 -4.920 2.345
55 H 3.758 -4.772 3.729
56 H 4.310 -2.561 0.690
57 H 2.806 -3.064 -0.114
58 H 4.139 -4.203 0.083
59 H 1.687 -5.581 2.388
60 H 2.846 -5.890 1.095
61 H 1.419 -4.885 0.786
62 H 4.255 1.083 3.486
63 H 4.668 3.493 3.831
64 H 3.069 5.172 2.999
65 H 1.016 4.486 1.810
66 H -2.664 4.864 1.289
67 H -4.011 4.424 2.360
68 H -4.326 5.007 0.727
69 H -2.349 3.823 -0.826
70 H -4.037 3.613 -1.287
71 H -2.961 2.225 -1.250
72 H -5.630 2.816 1.604
73 H -5.004 1.281 1.008
74 H -5.567 2.500 -0.129
75 C -3.537 -4.894 0.330
76 C -2.356 -3.951 0.175
77 S -2.292 -2.740 1.470
78 C -1.500 -4.068 -0.851
79 C -1.650 -5.130 -1.912
80 S -0.076 -3.056 -1.169
81 H -4.083 -4.665 1.243
82 H -3.218 -5.937 0.385
83 H -4.236 -4.798 -0.504
84 H -2.520 -5.764 -1.751
85 H -0.762 -5.768 -1.938
86 H -1.737 -4.668 -2.897
87 Se -0.225 3.863 -3.435
88 C 0.057 4.613 -1.804
89 N 0.222 5.071 -0.748
90 I -6.239 -0.601 -1.996
91 C -4.209 -0.151 -2.164
92 C -3.716 0.512 -3.279
93 C -2.365 0.799 -3.324
94 C -1.563 0.408 -2.261
95 N -2.049 -0.226 -1.197
96 C -3.351 -0.508 -1.142
97 H -4.376 0.809 -4.082
98 H -1.930 1.355 -4.142
99 H -0.499 0.613 -2.251
100 H -3.694 -1.018 -0.248
101 C 2.405 1.702 -1.278
102 N 3.792 1.958 -1.679
103 C 3.832 2.036 -3.140
104 N 3.362 0.796 -3.772
105 C 1.984 0.564 -3.323
106 N 1.890 0.451 -1.861
107 C 2.750 -0.650 -1.441
108 N 4.152 -0.450 -1.829
109 C 4.603 0.824 -1.248
110 C 4.189 -0.308 -3.289
111 H 1.774 2.526 -1.613
112 H 2.366 1.635 -0.193
113 H 4.861 2.226 -3.459
114 H 3.196 2.861 -3.465
115 H 1.620 -0.366 -3.770
116 H 1.349 1.393 -3.645
117 H 2.384 -1.578 -1.890
118 H 2.694 -0.740 -0.355
119 H 5.643 0.993 -1.541
120 H 4.553 0.752 -0.157
121 H 3.835 -1.239 -3.738
122 H 5.224 -0.139 -3.600

***

Entry 3:
The following is a DFT calculation (ωB97M-V/def2-TZVPD) of a cluster of 11 separate species, C40H66O8S6 in total in a non-equilibrium geometry.

highest occupied orbital energy	-8.144	eV
maximum force	2.41	eV Å⁻¹
2S+1	1
LUMO level	0.0065	Ha
E	-123935.6933	eV
orbital gap	8.3	eV

Element x y z (Å)
1 C -4.088 -0.607 2.416
2 S -2.530 -1.489 2.460
3 O -2.783 -2.638 3.414
4 C -2.758 -2.253 0.819
5 H -4.250 0.000 3.309
6 H -4.942 -1.288 2.399
7 H -4.169 0.039 1.540
8 H -1.935 -2.979 0.831
9 H -2.586 -1.520 0.037
10 H -3.646 -2.880 0.815
11 C -0.253 6.015 -1.230
12 S -0.482 6.044 -3.045
13 O -1.732 5.256 -3.246
14 C -0.934 7.812 -3.205
15 H 0.071 4.978 -1.131
16 H -1.185 6.202 -0.708
17 H 0.566 6.691 -0.988
18 H -0.348 8.527 -2.621
19 H -1.988 7.974 -2.975
20 H -0.801 8.187 -4.224
21 C 1.819 -2.821 2.459
22 S 3.443 -3.646 2.164
23 O 4.523 -2.610 2.025
24 C 3.650 -4.220 3.879
25 H 1.883 -2.105 3.278
26 H 1.024 -3.539 2.649
27 H 1.547 -2.247 1.574
28 H 2.855 -4.876 4.247
29 H 3.860 -3.463 4.633
30 H 4.521 -4.883 3.886
31 C -3.498 5.100 4.025
32 S -2.094 4.011 3.747
33 O -2.619 2.699 3.347
34 C -1.339 4.815 2.289
35 H -3.223 6.131 4.262
36 H -4.074 4.632 4.819
37 H -4.130 5.286 3.150
38 H -1.994 4.822 1.417
39 H -0.456 4.242 1.999
40 H -0.956 5.796 2.574
41 C 4.894 -0.868 -3.260
42 S 3.110 -1.062 -3.604
43 O 3.083 -1.535 -5.034
44 C 2.640 -2.417 -2.479
45 H 5.102 -1.014 -2.199
46 H 5.303 0.119 -3.486
47 H 5.415 -1.546 -3.936
48 H 1.820 -2.976 -2.925
49 H 2.331 -2.008 -1.520
50 H 3.500 -3.079 -2.370
51 C -1.344 -5.450 -0.823
52 S 0.403 -5.479 -0.292
53 O 0.805 -4.034 -0.177
54 C 0.172 -6.207 1.359
55 H -1.408 -4.915 -1.766
56 H -1.900 -4.965 -0.021
57 H -1.745 -6.447 -1.009
58 H -0.702 -5.813 1.879
59 H 1.053 -6.055 1.979
60 H 0.078 -7.279 1.182
61 C 4.105 1.119 6.150
62 C 4.256 -0.054 5.442
63 C 3.536 -0.168 4.251
64 C 2.602 0.770 3.857
65 C 2.282 1.804 4.746
66 C 3.118 2.070 5.818
67 H 4.763 1.356 6.980
68 H 5.112 -0.680 5.653
69 H 3.731 -1.015 3.602
70 H 1.986 0.626 2.979
71 H 1.383 2.381 4.558
72 H 2.919 2.842 6.548
73 C -2.687 -3.639 -3.624
74 C -1.421 -3.123 -3.803
75 C -0.658 -3.475 -4.901
76 C -1.200 -4.366 -5.815
77 C -2.470 -4.927 -5.633
78 C -3.231 -4.546 -4.534
79 H -3.331 -3.278 -2.830
80 H -1.049 -2.514 -2.986
81 H 0.363 -3.175 -5.104
82 H -0.549 -4.796 -6.568
83 H -2.873 -5.564 -6.410
84 H -4.173 -5.051 -4.363
85 C -0.020 -0.558 -0.161
86 C -0.157 -0.292 -1.512
87 C -0.615 0.938 -1.963
88 C -0.926 1.910 -1.015
89 C -0.944 1.572 0.333
90 C -0.329 0.419 0.776
91 H 0.228 -1.569 0.146
92 H 0.006 -1.084 -2.232
93 H -0.850 1.155 -2.997
94 H -1.267 2.894 -1.321
95 H -1.300 2.300 1.052
96 H -0.171 0.188 1.821
97 C 5.589 1.116 0.093
98 C 5.274 2.413 -0.325
99 C 3.950 2.671 -0.669
100 C 2.918 1.721 -0.511
101 C 3.267 0.506 0.050
102 C 4.581 0.190 0.291
103 H 6.624 0.927 0.353
104 H 6.039 3.171 -0.417
105 H 3.650 3.683 -0.920
106 H 1.930 2.128 -0.669
107 H 2.523 -0.255 0.258
108 H 4.886 -0.737 0.767
109 O -5.165 -0.843 -1.215
110 C -4.992 0.265 -1.647
111 O -4.211 0.475 -2.724
112 C -4.035 1.895 -3.017
113 C -4.928 2.633 -2.032
114 C -5.560 1.559 -1.147
115 H -4.316 2.042 -4.059
116 H -2.958 2.017 -2.962
117 H -5.576 3.399 -2.449
118 H -4.324 3.226 -1.332
119 H -6.645 1.650 -1.158
120 H -5.274 1.513 -0.091

***

Entry 4:
The following is a DFT calculation (ωB97M-V/def2-TZVPD) of a cluster of 7 separate species, C40H68BFN3O17S2 in total in a non-equilibrium geometry.

highest occupied orbital energy	-11.242	eV
maximum force	1.75	eV Å⁻¹
2S+1	1
net charge	+1
LUMO level	-0.0895	Ha
E	-106922.5221	eV
orbital gap	8.8	eV

Element x y z (Å)
1 C -0.224 1.229 6.520
2 C -1.616 0.607 6.518
3 O -1.590 -0.601 5.723
4 C -2.617 -0.818 4.889
5 O -3.722 -0.343 5.029
6 C -2.241 -1.747 3.746
7 C -3.010 -1.409 2.463
8 C -2.124 -0.988 1.281
9 N -2.457 0.379 0.801
10 C -3.085 0.444 -0.409
11 N -4.141 -0.319 -0.673
12 N -2.562 1.341 -1.228
13 C -1.166 1.601 -0.775
14 C -0.318 0.406 -1.341
15 S 1.122 0.857 -2.355
16 C 2.381 -0.296 -1.754
17 C 3.643 -0.083 -2.597
18 B -0.585 2.969 -1.435
19 C 0.477 3.935 -0.825
20 O -1.186 3.153 -2.645
21 C -1.467 1.494 0.738
22 C -0.293 1.499 1.748
23 C 1.057 0.969 1.334
24 F -0.703 0.803 2.891
25 S -2.546 2.942 1.305
26 C -2.942 2.639 3.001
27 O -1.772 4.151 1.183
28 O -3.800 2.947 0.590
29 H 0.432 0.688 5.840
30 H -0.263 2.264 6.181
31 H 0.219 1.227 7.513
32 H -1.936 0.350 7.526
33 H -2.369 1.282 6.118
34 H -1.161 -1.701 3.624
35 H -2.477 -2.766 4.061
36 H -3.655 -2.240 2.176
37 H -3.674 -0.571 2.687
38 H -1.083 -0.991 1.582
39 H -2.222 -1.689 0.452
40 H -4.715 -0.655 0.082
41 H -4.375 -0.600 -1.609
42 H -2.733 1.257 -2.223
43 H -0.978 -0.211 -1.951
44 H 0.045 -0.239 -0.542
45 H 2.010 -1.314 -1.870
46 H 2.585 -0.123 -0.698
47 H 3.694 0.956 -2.930
48 H 4.546 -0.279 -2.025
49 H 3.629 -0.689 -3.498
50 H 1.472 3.492 -0.943
51 H 0.497 4.887 -1.357
52 H 0.331 4.122 0.235
53 H -0.697 3.736 -3.237
54 H -0.165 2.537 2.060
55 H 1.068 -0.121 1.303
56 H 1.777 1.270 2.094
57 H 1.373 1.384 0.379
58 H -2.806 1.588 3.238
59 H -2.378 3.297 3.658
60 H -4.004 2.846 3.122
61 O -3.389 6.816 5.056
62 C -4.371 6.434 4.492
63 O -5.169 5.457 4.995
64 C -6.199 5.117 4.044
65 C -6.327 6.333 3.138
66 C -4.903 6.879 3.143
67 H -5.874 4.228 3.500
68 H -7.123 4.885 4.565
69 H -6.709 6.082 2.151
70 H -7.006 7.058 3.588
71 H -4.288 6.414 2.368
72 H -4.855 7.959 3.036
73 O 6.717 -1.771 -3.633
74 C 6.669 -1.227 -4.703
75 O 5.855 -0.167 -4.911
76 C 5.880 0.219 -6.303
77 C 7.201 -0.318 -6.835
78 C 7.400 -1.571 -5.982
79 H 5.025 -0.250 -6.787
80 H 5.782 1.301 -6.358
81 H 7.175 -0.512 -7.905
82 H 8.003 0.395 -6.636
83 H 6.914 -2.441 -6.428
84 H 8.445 -1.794 -5.792
85 O -9.569 3.454 2.920
86 C -8.881 2.528 2.621
87 O -7.675 2.309 3.217
88 C -7.003 1.207 2.601
89 C -8.106 0.378 1.943
90 C -9.122 1.457 1.573
91 H -6.290 1.605 1.870
92 H -6.457 0.656 3.365
93 H -7.753 -0.211 1.098
94 H -8.538 -0.305 2.675
95 H -8.922 1.898 0.594
96 H -10.157 1.129 1.606
97 O -3.146 -5.400 2.624
98 C -3.718 -5.565 3.666
99 O -3.249 -6.369 4.637
100 C -4.178 -6.435 5.736
101 C -5.018 -5.168 5.623
102 C -5.031 -4.942 4.112
103 H -4.775 -7.341 5.621
104 H -3.605 -6.505 6.657
105 H -6.003 -5.271 6.072
106 H -4.507 -4.339 6.116
107 H -5.843 -5.480 3.619
108 H -5.071 -3.894 3.825
109 O 4.473 -2.184 -7.975
110 C 4.206 -2.957 -7.103
111 O 3.746 -2.538 -5.897
112 C 3.642 -3.650 -4.988
113 C 3.529 -4.883 -5.879
114 C 4.357 -4.464 -7.091
115 H 4.539 -3.664 -4.364
116 H 2.772 -3.487 -4.355
117 H 3.878 -5.790 -5.390
118 H 2.490 -5.035 -6.176
119 H 5.417 -4.692 -6.964
120 H 4.019 -4.881 -8.036
121 O 10.445 -2.365 -6.469
122 C 11.172 -1.901 -5.637
123 O 10.688 -1.293 -4.530
124 C 11.762 -0.737 -3.750
125 C 13.002 -1.521 -4.167
126 C 12.686 -1.851 -5.624
127 H 11.844 0.325 -3.991
128 H 11.505 -0.842 -2.699
129 H 13.924 -0.962 -4.022
130 H 13.068 -2.442 -3.587
131 H 13.002 -1.061 -6.308
132 H 13.095 -2.797 -5.967